1.
Molecular formula: C37H55DyN7O2PSi
Method: DFT, ωB97M-V/def2-TZVPD

**2S+1**: 6
**Orbital gap (alpha / beta)**: 8.3 / 8.4 eV
**Total charge**: +2

Last column: Mulliken charge in e.
Geometry (Å):
C  -1.128  3.704  0.454  -0.5673
O  -1.864  -1.901  -0.151  -0.3141
H  2.127  0.106  1.939  -0.2197
H  1.264  1.605  0.335  0.7233
H  2.178  -1.146  4.057  0.5747
C  1.943  -0.975  -2.817  0.3706
H  6.656  -2.088  1.164  0.4537
C  -2.363  1.668  3.231  0.6721
C  -2.889  4.611  -0.951  -1.3122
C  1.373  -1.092  -5.554  -0.7191
H  3.463  -2.405  -3.250  0.4842
C  -0.334  2.544  4.823  -1.2131
C  3.655  -2.044  -0.413  0.7477
H  -1.721  3.859  1.361  0.3306
H  -2.600  -2.463  4.116  0.6039
H  6.476  -4.490  0.624  0.4176
H  -2.318  -4.779  0.622  0.3629
C  4.613  2.614  -1.298  -0.9047
C  2.392  -1.862  -5.020  -0.7909
H  2.976  -2.506  -5.662  0.4453
H  -3.721  4.280  -1.568  0.4340
H  1.157  -1.134  -6.611  0.4389
H  -3.479  -2.165  1.850  0.2332
H  0.497  2.860  5.433  0.6241
H  -0.931  -2.513  2.487  0.3453
H  0.165  -2.468  4.527  0.5644
H  -0.494  2.826  0.589  -0.4219
C  3.567  -3.402  -0.699  -0.0580
H  -4.265  -3.222  -1.252  0.3658
H  -3.336  3.664  -4.053  0.3312
Si  2.295  -0.847  -0.954  -1.0392
N  -1.485  1.252  -0.865  0.6655
H  -3.734  -0.196  0.854  0.2518
H  -0.577  -4.594  0.308  0.3054
N  -1.985  3.511  -0.691  0.2496
C  0.064  -1.532  3.964  -0.9790
C  5.689  -3.809  0.338  -0.6408
H  1.837  1.104  4.322  0.5403
H  2.699  -3.778  -1.226  0.3849
C  1.288  1.266  3.385  -1.4239
C  -3.438  -3.235  -1.957  -1.2446
C  4.782  -1.593  0.265  -0.3269
O  0.976  -1.036  -0.077  0.6698
C  4.151  1.313  -1.388  -0.1249
C  -2.663  2.477  4.319  -1.1705
H  -3.686  2.735  4.539  0.6179
N  -1.013  -1.609  2.964  0.0508
C  -0.113  1.729  3.718  0.7837
H  -0.147  0.357  -5.147  0.3966
H  -1.825  3.589  5.953  0.4803
H  -3.550  -2.396  -2.641  0.2743
C  2.665  -1.806  -3.663  -0.3681
C  -2.386  3.346  -3.626  -1.0912
H  2.126  3.931  0.571  0.4383
C  5.789  -2.462  0.641  -0.7823
P  -1.845  -3.096  -1.076  0.9784
C  1.394  -1.195  3.290  -0.7131
H  0.405  0.499  -2.733  0.6100
C  2.696  3.199  0.016  -0.8859
C  4.574  -4.278  -0.336  -0.7775
H  -1.862  4.207  -3.227  0.3650
C  0.643  -0.251  -4.728  -0.4901
N  -1.106  1.335  2.914  1.8032
C  -1.994  2.350  -1.387  0.6188
H  -1.594  -5.488  -0.824  0.4807
C  -3.094  1.085  -3.137  -0.9504
C  0.940  -0.189  -3.379  -0.4172
H  -4.389  1.074  2.932  0.5047
H  4.491  -5.326  -0.583  0.4539
H  5.534  2.890  -1.787  0.4568
H  -2.328  0.554  -3.713  0.2039
H  1.787  2.084  2.853  0.4268
C  -3.470  1.158  2.335  -1.3861
H  4.882  -0.540  0.489  0.3824
H  -3.289  4.968  0.000  0.4046
C  2.958  0.930  -0.784  0.1143
C  -1.563  -4.640  -0.148  -1.3237
H  0.420  -2.935  -1.826  -0.5853
H  -2.352  -0.721  4.297  0.3228
C  -3.426  -1.295  2.512  -0.8753
C  -1.627  2.943  5.115  -0.9430
C  -2.350  -1.541  3.574  -0.8253
H  -3.645  1.913  1.560  0.3297
N  -3.136  -0.112  1.679  0.0396
H  -0.183  -0.735  4.671  0.3692
N  -2.622  2.345  -2.600  0.0483
H  -3.456  0.438  -2.336  0.1915
H  4.264  4.569  -0.501  0.4286
N  1.301  0.067  2.539  0.3304
C  -0.537  -3.016  -2.330  -0.0371
H  4.718  0.578  -1.939  0.5182
H  -1.405  0.543  -1.603  -0.7229
Dy  -0.684  -0.146  0.881  -0.2276
H  1.662  -1.974  2.569  0.1897
H  -3.473  -4.156  -2.532  0.4631
H  -1.772  2.918  -4.421  0.3372
H  -0.657  -2.132  -2.952  0.0956
H  -3.922  1.311  -3.807  0.4545
H  -4.397  -1.186  3.017  0.5183
H  -0.554  -3.898  -2.958  0.6162
H  -0.494  4.581  0.301  0.5361
C  2.235  1.898  -0.101  0.1799
C  3.892  3.559  -0.583  -0.9014
H  -2.389  5.451  -1.438  0.3691

=====

2.
Molecular formula: C2H2FN3OS
Method: DFT, ωB97M-V/def2-TZVPD

**2S+1**: 1
**Orbital gap**: 10.5 eV
**Total charge**: 0
**Structure (SMILES)**: [H]/N=c1\nc(F)on1S

Last column: natural (NBO) charge in e.
Geometry (Å):
S  2.038  -0.863  0.081  0.2802
H  1.982  -0.504  1.381  0.0945
N  0.973  2.052  0.030  -0.6699
N  0.577  -0.221  -0.446  -0.3210
O  -0.567  -1.056  -0.164  -0.3268
C  -1.525  -0.166  0.020  0.8885
N  -1.254  1.072  0.049  -0.5610
C  0.145  1.123  -0.100  0.5052
F  -2.701  -0.692  0.162  -0.2571
H  0.459  2.935  0.223  0.3675

=====

3.
Molecular formula: CCl2FNO2
Method: DFT, ωB97M-V/def2-TZVPD

**2S+1**: 1
**Orbital gap (alpha / beta)**: 9.4 / 5.8 eV
**Total charge**: 0

Last column: natural (NBO) charge in e.
Geometry (Å):
Cl  2.653  -1.097  -0.209  -0.0986
Cl  -1.379  -1.723  -0.315  0.1787
C  -0.430  -0.562  0.384  0.4349
O  0.548  1.465  0.323  -0.3387
F  -0.244  -0.574  1.681  -0.2473
N  0.012  0.603  -0.327  0.4284
O  -0.236  0.619  -1.513  -0.3573

=====

4.
Molecular formula: C2H9NO2
Method: DFT, ωB97M-V/def2-TZVPD

**2S+1**: 1
**Orbital gap**: 10.7 eV
**Total charge**: 0
**Structure (SMILES)**: NCCO.O

Last column: natural (NBO) charge in e.
Geometry (Å):
H  -0.054  0.446  0.922  0.3438
N  0.000  0.000  0.000  -0.8275
H  -0.211  -2.079  -0.276  0.1935
O  -0.202  -1.837  2.267  -0.7539
H  -1.538  -1.058  -0.901  0.2043
H  0.478  -1.708  5.483  0.4608
O  0.660  -2.534  4.980  -0.9610
C  -1.316  -1.541  1.367  -0.0839
H  -1.897  -0.807  1.958  0.1725
C  -0.821  -1.179  -0.066  -0.2580
H  0.232  -2.391  4.105  0.4921
H  0.440  -1.103  2.179  0.4619
H  0.968  -0.325  -0.103  0.3598
H  -1.848  -2.510  1.416  0.1954

=====

5.
Molecular formula: C5H10O
Method: DFT, ωB97M-V/def2-TZVPD

**2S+1**: 1
**Orbital gap**: 10.7 eV
**Total charge**: 0
**Structure (SMILES)**: CC[C@@H](C)C=O

Last column: natural (NBO) charge in e.
Geometry (Å):
C  0.264  0.499  -0.264  -0.3300
O  1.347  -1.655  -0.107  -0.5391
H  1.370  2.400  -0.053  0.2173
H  -1.682  0.790  0.650  0.2051
H  -2.496  -1.568  0.403  0.2128
H  -2.004  -0.927  -1.174  0.1967
C  -0.952  -0.021  0.528  -0.3912
H  -0.109  1.020  -1.156  0.2092
C  1.168  -0.625  -0.714  0.4531
H  -0.939  -2.036  -0.290  0.2258
C  -1.639  -1.203  -0.175  -0.6167
H  1.009  1.615  1.504  0.2247
H  -0.656  -0.330  1.537  0.2097
H  1.767  -0.395  -1.620  0.1079
H  2.277  0.995  0.472  0.2159
C  1.274  1.441  0.459  -0.6011

=====

6.
Molecular formula: C19H33N9O5P2PtS2
Method: DFT, ωB97M-V/def2-TZVPD

**2S+1**: 1
**Orbital gap**: 7.7 eV
**Total charge**: 0

Last column: Mulliken charge in e.
Geometry (Å):
C  4.839  4.256  1.654  -0.8148
H  4.804  6.660  2.639  0.2121
O  5.056  0.061  0.924  -0.7145
H  -2.716  -1.580  4.635  0.2845
H  3.492  6.461  3.693  0.2129
N  0.427  1.935  1.272  -0.6631
H  2.086  -4.020  1.629  0.4181
C  2.655  0.560  -0.775  0.5148
C  -2.543  -0.511  4.740  -1.2061
H  -1.627  1.872  2.504  0.3617
H  1.860  -1.378  4.013  0.5326
C  -1.849  1.509  3.502  -1.1546
H  5.498  2.472  0.644  0.4978
H  -2.016  -5.341  2.439  0.2960
H  -3.479  -0.038  5.051  0.3103
C  2.480  1.131  -3.388  -0.7735
H  -4.281  -1.906  0.068  0.3318
O  0.018  -2.036  0.280  -1.2377
C  2.930  2.625  2.847  -0.4156
H  -1.800  -0.352  5.523  0.3765
C  0.877  -1.483  3.568  -0.7582
H  -4.917  0.292  0.999  0.3237
H  0.410  0.556  -3.125  0.4412
H  2.428  1.336  -4.447  0.3776
P  -0.258  -2.769  1.577  0.3020
H  0.715  -0.622  2.901  0.0639
H  -0.504  -5.674  -0.334  0.3169
N  0.843  -2.740  2.773  0.3860
C  -0.930  -5.228  2.372  -1.0196
C  4.799  2.908  1.346  -0.2770
Pt  0.416  0.051  0.774  2.0900
N  3.741  1.075  -1.350  -0.4216
C  2.969  3.971  3.145  -0.7595
N  -3.842  -1.228  2.043  0.1881
C  3.936  4.800  2.565  1.0987
C  -1.015  -4.754  -0.047  -0.9841
C  -4.800  -0.111  2.008  -0.9315
N  -2.065  0.061  3.486  0.8305
H  2.686  -2.350  1.750  0.2134
C  3.850  2.090  1.949  -0.2863
C  1.386  0.686  -2.669  -0.2188
H  -2.736  2.019  3.891  0.3498
H  -5.156  -2.716  1.383  0.4095
C  3.634  1.343  -2.651  -0.2253
H  2.194  1.982  3.310  0.3206
S  3.827  0.386  1.577  1.2198
O  -1.566  -2.173  2.316  -0.2080
H  -2.093  -4.944  -0.052  0.3290
P  -2.276  -0.747  2.102  0.8327
H  -4.467  0.694  2.662  0.2837
H  -0.488  -6.210  2.202  0.3572
H  2.796  -3.434  3.142  0.3206
H  5.578  4.898  1.187  0.2786
N  -0.561  -4.332  1.278  0.3150
C  2.187  -3.155  2.284  -0.8872
C  0.686  2.881  0.597  0.3898
S  1.013  4.201  -0.247  -0.3645
H  4.518  1.764  -3.119  0.4095
C  -4.198  -2.287  1.090  -0.8401
H  -3.452  -3.078  1.110  0.0575
H  2.250  4.396  3.837  0.2738
O  -1.778  -0.022  0.885  -1.3456
N  3.966  6.154  2.863  -0.5430
H  -0.555  -4.839  3.316  0.3047
H  -0.997  1.752  4.139  0.3111
H  0.104  -1.483  4.335  0.1029
H  -5.769  -0.460  2.364  0.3329
N  1.479  0.415  -1.377  -0.0564
O  3.468  -0.322  2.777  -0.6687
H  -0.789  -3.987  -0.781  0.2278
N  2.572  0.143  0.563  -0.6328

=====

In eV/A, the F_max values for the records above are, in order, 1.82; 1.13; 1.27; 1.71; 0.51; 1.65.
In eV, the electronic energy values for the records above are, in order, -95034.25987; -22174.61726; -34377.87353; -7804.24017; -7394.15783; -87386.02054.